Entry 1
# C4H11NO3

A cluster of 2 separate species, C4H11NO3 in total (ωB97M-V/def2-TZVPD, OMol25).

The geometry in XYZ format:
```
19
Properties=species:S:1:pos:R:3:mulliken_charge:R:1
C -1.468 1.917 0.549 -1.296
C -1.064 0.549 0.080 0.110
N -0.011 -0.060 0.899 -0.432
C 0.685 -1.176 0.229 -0.252
C 1.626 -1.766 1.242 0.335
O 2.586 -0.849 1.535 -0.444
O 1.787 -2.924 1.525 -0.543
H -2.507 2.114 0.273 0.381
H -0.907 2.778 0.179 0.340
H -1.472 2.010 1.638 0.355
H -0.762 0.477 -0.970 0.040
H -1.897 -0.114 0.141 0.242
H 0.684 0.630 1.158 0.250
H -0.105 -1.804 -0.175 0.398
H 1.285 -0.809 -0.612 0.233
H 3.229 -1.228 2.153 0.322
H -0.869 0.786 -3.254 0.301
H -0.072 -0.396 -3.617 0.312
O -0.747 -0.133 -2.973 -0.653
```

The calculation puts the LUMO energy at 0.01917 Eh. As for the HOMO energy: -8.7 eV. The molar mass is 121.14 g/mol. As for the orbital gap: 9.258 eV.


Entry 2
# C4H11NO3

A cluster of 2 separate species, C4H11NO3 in total (ωB97M-V/def2-TZVPD, OMol25).

The geometry in XYZ format:
```
19
Properties=species:S:1:pos:R:3:mulliken_charge:R:1
C -2.611 -0.299 -0.880 -1.129
C -1.105 0.045 -0.887 -0.360
N -0.740 0.607 0.459 -0.334
C 0.223 1.711 0.498 -0.741
C 1.661 1.342 0.175 0.608
O 1.853 0.076 0.122 -0.363
O 2.527 2.162 -0.121 -0.616
H -2.871 -1.198 -1.619 0.257
H -3.189 0.335 -1.302 0.382
H -2.901 -0.629 0.086 0.335
H -0.959 0.682 -1.692 0.410
H -0.474 -0.822 -1.356 0.222
H -0.531 -0.232 1.082 0.256
H 0.057 2.645 0.065 0.378
H 0.378 2.092 1.515 0.325
H 2.780 -0.263 0.354 0.366
H 1.448 -2.699 1.722 0.296
H 2.209 -2.662 0.422 0.313
O 2.245 -2.894 1.357 -0.604
```

The calculation puts the LUMO energy at 0.01252 Eh. As for the HOMO energy: -9.1 eV. The molar mass is 121.14 g/mol. As for the orbital gap: 9.471 eV.


Entry 3
# C4H11NO3

A structure of composition C4H11NO3 (ωB97M-V/def2-TZVPD, OMol25).

The geometry in XYZ format:
```
19
Properties=species:S:1:pos:R:3:mulliken_charge:R:1
C -1.499 0.428 -0.190 -0.700
C -0.191 0.866 0.475 0.757
N -2.050 1.447 -1.071 -0.691
O -0.450 1.807 1.454 -0.512
O 0.829 1.140 -0.275 -0.809
H 0.334 2.376 1.488 0.365
H -1.348 1.726 -1.749 0.266
H -2.282 2.275 -0.531 0.292
H -2.225 0.181 0.584 0.373
H -1.301 -0.472 -0.774 0.294
C 0.947 -1.892 0.303 -0.246
C 1.539 -1.345 -0.872 -0.715
O 0.208 -0.530 1.361 -0.520
H 0.929 -0.211 1.922 0.333
H 1.586 -2.271 1.094 0.307
H -0.005 -2.401 0.233 0.269
H 1.077 -1.650 -1.806 0.296
H 2.626 -1.359 -0.895 0.339
H 1.277 -0.117 -0.751 0.303
```

The calculation puts the LUMO energy at 0.02382 Eh. As for the HOMO energy: -9.0 eV. The molar mass is 121.14 g/mol. As for the orbital gap: 9.613 eV.


Entry 4
# C4H11NO3

A cluster of 2 separate species, C4H11NO3 in total (ωB97M-V/def2-TZVPD, OMol25).

The geometry in XYZ format:
```
19
Properties=species:S:1:pos:R:3:mulliken_charge:R:1
O -0.063 1.555 -0.074 -0.664
O 3.725 0.077 -1.218 -0.501
C 0.131 0.354 -0.226 0.517
N -0.526 -0.638 0.309 -0.123
C -1.603 -0.473 1.249 -0.764
C 2.691 0.438 -0.349 -0.417
C 1.382 -0.148 -0.910 -0.492
H 4.592 0.194 -0.776 0.307
H -0.225 -1.567 0.003 0.211
H -1.232 0.157 2.075 0.330
H -1.993 -1.414 1.672 0.416
H -2.431 0.056 0.747 0.017
H 2.658 1.544 -0.313 0.259
H 2.802 0.070 0.689 0.322
H 1.336 -1.244 -1.055 0.272
H 1.337 0.326 -1.910 0.237
O -3.996 0.135 -0.306 -0.644
H -3.715 -0.005 0.627 0.395
H -4.870 0.582 -0.237 0.323
```

The calculation puts the LUMO energy at 0.02580 Eh. As for the HOMO energy: -9.5 eV. The molar mass is 121.14 g/mol. As for the orbital gap: 10.231 eV.


What should be chosen as the least stable of them? Choose entry 3.


Entry 1
# C4H11NO3

A cluster of 4 separate species, C4H11NO3 in total (ωB97M-V/def2-TZVPD, OMol25).

The geometry in XYZ format:
```
19
Properties=species:S:1:pos:R:3:mulliken_charge:R:1
C 0.557 -0.866 0.433 -0.801
C 1.251 -0.784 1.614 -0.462
N 2.333 0.022 1.367 -0.014
C 2.268 0.562 0.104 -0.547
C 1.217 -0.079 -0.557 0.011
H -0.231 -1.547 0.158 0.420
H 1.279 -1.525 2.411 0.349
H 3.172 0.042 1.922 0.236
H 3.100 1.135 -0.299 0.399
H 0.937 0.089 -1.587 0.381
H -2.735 1.098 -1.460 0.312
H -2.364 0.829 0.015 0.379
O -2.853 0.461 -0.750 -0.710
H -2.541 -2.008 -2.293 0.303
H -1.794 -0.932 -1.578 0.362
O -1.669 -1.598 -2.278 -0.636
H -0.570 2.501 0.871 0.291
H -0.345 0.954 1.035 0.480
O -1.012 1.646 0.872 -0.752
```

The calculation puts the LUMO energy at 0.02509 Eh. As for the HOMO energy: -8.9 eV. The molar mass is 121.14 g/mol. As for the orbital gap: 9.548 eV.


Entry 2
# C4H11NO3

A cluster of 2 separate species, C4H11NO3 in total (ωB97M-V/def2-TZVPD, OMol25).

The geometry in XYZ format:
```
19
Properties=species:S:1:pos:R:3:mulliken_charge:R:1
C -1.353 -0.323 -0.878 -0.835
N -0.214 0.280 -0.009 -0.433
C 2.311 -0.016 -0.642 -1.045
C 0.988 -0.554 0.025 0.391
C 0.820 -1.950 -0.493 0.290
O 0.452 -2.876 0.418 -0.489
O 1.067 -2.312 -1.611 -0.527
H -0.889 -0.806 -1.749 0.326
H -2.083 0.579 -1.063 0.293
H -1.880 -1.109 -0.417 0.305
H 0.124 1.195 -0.600 0.279
H 2.521 -0.486 -1.621 0.354
H 1.935 1.012 -1.022 0.226
H 3.227 -0.058 -0.147 0.328
H 1.049 -0.591 1.223 0.183
H 0.077 -3.699 0.017 0.355
H -3.069 3.382 3.256 0.305
H -2.716 4.579 2.529 0.309
O -2.364 3.751 2.786 -0.614
```

The calculation puts the LUMO energy at 0.03054 Eh. As for the HOMO energy: -9.0 eV. The molar mass is 121.14 g/mol. As for the orbital gap: 9.845 eV.


What should be chosen as the least stable of them? Choose entry 2.


Entry 1
# C2H10O3

A cluster of 4 separate species, C2H10O3 in total (ωB97M-V/def2-TZVPD, OMol25).

The geometry in XYZ format:
```
15
Properties=species:S:1:pos:R:3:mulliken_charge:R:1
C -5.412 -0.310 -3.770 -0.402
C -4.091 -0.635 -3.949 -0.475
H -6.068 -0.189 -4.629 0.236
H -5.795 -0.063 -2.712 0.195
H -3.726 -1.162 -4.874 0.193
H -3.312 -0.375 -3.304 0.253
H 1.997 -2.675 4.607 0.279
H 2.516 -2.509 3.179 0.337
O 2.700 -2.852 4.111 -0.616
H 4.108 -3.157 1.404 0.344
H 4.523 -1.752 0.899 0.311
O 3.787 -2.306 0.957 -0.655
H 3.051 6.558 2.221 0.309
H 3.190 5.520 3.215 0.315
O 2.531 5.908 2.645 -0.624
```

The calculation puts the LUMO energy at 0.03385 Eh. As for the HOMO energy: -9.6 eV. The molar mass is 82.10 g/mol. As for the orbital gap: 10.560 eV.


Entry 2
# C2H10O3

A cluster of 3 separate species, C2H10O3 in total (ωB97M-V/def2-TZVPD, OMol25).

The geometry in XYZ format:
```
15
Properties=species:S:1:pos:R:3:mulliken_charge:R:1
O -1.306 -1.536 4.177 -0.636
H -1.353 -1.187 3.266 0.390
H -0.786 -0.884 4.654 0.280
O -0.636 -0.079 1.841 -0.654
H -0.593 -0.381 0.926 0.311
H -0.277 0.815 1.814 0.302
C 1.450 0.577 -1.947 -0.928
C 0.136 -0.166 -1.763 -0.293
O -0.887 0.678 -1.238 -0.515
H 2.168 -0.058 -2.462 0.326
H 1.792 0.987 -0.994 0.242
H 1.310 1.491 -2.536 0.298
H 0.282 -0.997 -1.073 0.271
H -0.173 -0.561 -2.736 0.313
H -1.128 1.301 -1.929 0.292
```

The calculation puts the LUMO energy at 0.02183 Eh. As for the HOMO energy: -10.6 eV. The molar mass is 82.10 g/mol. As for the orbital gap: 11.148 eV.


Entry 3
# C2H10O3

A cluster of 4 separate species, C2H10O3 in total (ωB97M-V/def2-TZVPD, OMol25).

The geometry in XYZ format:
```
15
Properties=species:S:1:pos:R:3:mulliken_charge:R:1
C -2.122 -0.491 -0.465 -0.395
C -2.399 0.080 0.697 -0.658
H -1.302 -1.185 -0.597 0.327
H -2.740 -0.286 -1.333 0.229
H -1.813 -0.129 1.581 0.257
H -3.313 0.644 0.851 0.253
H 1.882 0.998 0.355 0.355
H 3.387 0.698 0.110 0.299
O 2.501 0.321 0.019 -0.679
H 1.377 -1.275 -0.185 0.358
H 0.920 -2.443 0.683 0.308
O 0.970 -2.162 -0.241 -0.641
H 0.188 2.905 -0.196 0.281
H -0.774 1.709 -0.170 0.326
O 0.154 1.953 -0.055 -0.619
```

The calculation puts the LUMO energy at 0.02436 Eh. As for the HOMO energy: -10.4 eV. The molar mass is 82.10 g/mol. As for the orbital gap: 11.042 eV.


Entry 4
# C2H10O3

A cluster of 4 separate species, C2H10O3 in total (ωB97M-V/def2-TZVPD, OMol25).

The geometry in XYZ format:
```
15
Properties=species:S:1:pos:R:3:mulliken_charge:R:1
C 1.012 1.815 0.688 -0.520
C 0.825 1.446 2.006 -0.601
H 0.199 1.731 -0.031 0.355
H 1.959 2.198 0.391 0.247
H -0.134 1.049 2.361 0.255
H 1.545 1.582 2.742 0.299
H -0.383 -1.895 -0.705 0.380
H -1.139 -2.732 -1.644 0.316
O -1.129 -1.890 -1.288 -0.663
H -1.411 -0.019 -1.459 0.380
H -2.383 1.097 -0.938 0.316
O -1.529 0.990 -1.445 -0.668
H 1.864 -2.048 0.865 0.291
H 1.225 -0.666 0.708 0.315
O 1.112 -1.583 0.427 -0.701
```

The calculation puts the LUMO energy at 0.02632 Eh. As for the HOMO energy: -10.2 eV. The molar mass is 82.10 g/mol. As for the orbital gap: 10.902 eV.


What should be chosen as the least stable of them? Choose entry 1.


Entry 1
# C3H10N3

A cluster of 2 separate species, C3H10N3 in total (ωB97M-V/def2-TZVPD, OMol25).

The geometry in XYZ format:
```
16
Properties=species:S:1:pos:R:3:mulliken_charge:R:1
C 0.916 -0.102 0.625 0.323
C -1.842 -0.720 1.070 -0.801
C 0.360 1.618 -0.959 -0.777
N 1.357 -0.424 1.641 -0.046
N 0.743 0.235 -0.561 0.323
N 1.180 -0.577 -1.641 -0.594
H -1.760 -0.825 2.196 0.288
H -1.003 -1.234 0.622 0.109
H -1.965 0.380 0.682 0.134
H -0.765 1.642 -0.677 0.262
H 0.800 2.264 -0.273 0.346
H 0.737 1.813 -2.030 0.328
H 1.313 -0.912 2.476 0.298
H -2.637 -1.485 0.727 0.296
H 2.072 -1.061 -1.514 0.244
H 0.496 -0.613 -2.384 0.267
```

As for the net charge: +1. The calculation puts the LUMO energy at -0.15474 Eh. As for the HOMO energy: -14.3 eV. The molar mass is 88.13 g/mol. As for the orbital gap: 10.098 eV.


Entry 2
# C3H10N3

The ion C3H10N3 with charge +1 (ωB97M-V/def2-TZVPD, OMol25).

The geometry in XYZ format:
```
16
Properties=species:S:1:pos:R:3:mulliken_charge:R:1
C -1.663 -0.258 0.336 0.092
C 0.836 -0.520 -1.138 -1.098
C 1.665 0.739 1.068 -0.801
N -2.015 0.153 -0.865 -0.172
N -0.478 -0.362 0.900 -0.148
N 0.593 0.246 0.160 -0.075
H -2.460 -0.509 1.039 0.349
H 0.621 -1.533 -1.094 0.471
H 0.203 -0.155 -1.849 0.350
H 1.814 -0.308 -1.572 0.374
H 2.646 0.294 0.785 0.299
H 1.611 1.791 0.961 0.290
H 1.458 0.511 2.089 0.341
H -3.004 0.347 -1.137 0.300
H -0.438 -0.684 1.923 0.362
H -1.388 0.249 -1.605 0.065
```

As for the net charge: +1. The calculation puts the LUMO energy at -0.12024 Eh. As for the HOMO energy: -13.4 eV. The molar mass is 88.13 g/mol. As for the orbital gap: 10.120 eV.


What should be chosen as the least stable of them? Choose entry 1.


Entry 1
# C3H10N3

A cluster of 2 separate species, C3H10N3 in total (ωB97M-V/def2-TZVPD, OMol25).

The geometry in XYZ format:
```
16
Properties=species:S:1:pos:R:3:mulliken_charge:R:1
C 1.076 0.124 0.791 -0.314
C 0.970 0.857 -0.321 -0.206
N 0.832 2.319 -0.248 -0.280
N 1.357 -1.214 0.855 -0.458
H 0.920 0.578 1.767 0.238
H 1.008 0.454 -1.319 0.356
H -0.002 2.655 -0.735 0.359
H 0.796 2.643 0.720 0.347
H 1.631 2.782 -0.686 0.370
H 1.234 -1.689 -0.040 0.280
H 0.839 -1.700 1.572 0.293
C -2.290 -1.626 -0.110 -0.131
N -2.157 -1.937 -1.332 -0.484
H -3.043 -2.109 0.506 0.291
H -1.651 -0.865 0.347 0.091
H -1.522 -1.272 -1.768 0.248
```

As for the net charge: +1. The calculation puts the LUMO energy at -0.14231 Eh. As for the HOMO energy: -13.2 eV. The molar mass is 88.13 g/mol. As for the orbital gap: 9.310 eV.


Entry 2
# C3H10N3

A cluster of 2 separate species, C3H10N3 in total (ωB97M-V/def2-TZVPD, OMol25).

The geometry in XYZ format:
```
16
Properties=species:S:1:pos:R:3:mulliken_charge:R:1
C 2.401 -0.091 0.415 0.245
C -1.988 1.186 0.604 -0.240
C -1.857 -0.799 -0.701 -0.956
N 1.250 -0.287 1.050 -0.318
N 2.450 0.121 -0.883 -0.297
N -1.309 0.215 0.185 -0.336
H 3.440 -0.096 0.871 0.310
H 1.649 0.073 -1.595 0.246
H -1.343 1.870 1.128 0.286
H -3.039 1.102 0.395 0.245
H -2.960 -0.675 -0.682 0.314
H -1.518 -0.533 -1.786 0.293
H -1.804 -1.821 -0.326 0.336
H 1.154 -0.438 2.029 0.227
H 3.303 0.402 -1.283 0.234
H 0.171 -0.230 0.579 0.413
```

As for the net charge: +1. The calculation puts the LUMO energy at -0.10925 Eh. As for the HOMO energy: -14.1 eV. The molar mass is 88.13 g/mol. As for the orbital gap: 11.170 eV.


Entry 3
# C3H10N3

A cluster of 2 separate species, C3H10N3 in total (ωB97M-V/def2-TZVPD, OMol25).

The geometry in XYZ format:
```
16
Properties=species:S:1:pos:R:3:mulliken_charge:R:1
C -0.951 0.863 0.293 -0.279
C 0.336 1.207 0.404 -0.215
N 0.882 2.267 -0.479 -0.297
N -1.605 0.045 1.160 -0.434
H -1.500 1.273 -0.547 0.222
H 1.050 0.866 1.132 0.385
H 1.697 1.970 -1.019 0.353
H 0.157 2.532 -1.147 0.344
H 1.128 3.102 0.054 0.365
H -1.018 -0.594 1.675 0.270
H -2.455 -0.384 0.809 0.278
C 0.120 -2.756 -0.626 -0.212
N 1.098 -2.965 0.144 -0.479
H -0.590 -3.517 -0.928 0.288
H -0.028 -1.779 -1.104 0.157
H 1.682 -2.131 0.179 0.254
```

As for the net charge: +1. The calculation puts the LUMO energy at -0.13979 Eh. As for the HOMO energy: -13.1 eV. The molar mass is 88.13 g/mol. As for the orbital gap: 9.332 eV.


What should be chosen as the least stable of them? Choose entry 1.